Below is a structure of composition C24H44GeN6O6Se2SiY, with properties calculated with the ωB97M-V functional and the def2-TZVPD basis.

Output
**2S+1**: 1
**Energy above the lowest of the compared OMol25 structures with the same formula, charge and spin**: 29.47 kJ/mol
**HOMO-LUMO gap**: 6.74 eV
**Total charge**: -1
**Total energy**: -8928.63600 Ha

Last column: Mulliken charge in e.
CARTESIAN COORDINATES (ANGSTROEM)
Y 0.0618 0.6923 -0.1282  0.693
Se -1.3162 3.7444 -0.1052  -0.476
Se -1.1950 -2.0464 0.9596  0.247
Ge -0.5448 -5.1955 1.7149  0.904
Si -0.3049 5.7611 -0.4211  0.453
O -0.1724 1.0834 2.1360  -0.498
O 0.4916 2.9340 -2.6635  -0.521
O 0.8963 -2.3282 -2.0494  -0.828
O 2.0844 1.9094 0.2625  -0.294
O -2.0287 0.7073 1.0678  -0.516
O 1.8729 -0.5174 0.6750  -0.684
N 0.7476 1.6330 -2.3325  0.886
N 2.8234 1.5046 1.1844  -0.648
N 2.6646 0.2365 1.4035  0.947
N 0.8592 -1.0271 -2.1020  0.549
N -1.8978 0.4075 -1.6498  1.030
N -3.1648 -0.1297 -3.3952  0.256
C -0.4292 7.0092 1.0450  -1.083
C 4.3534 -0.0164 4.7174  -0.500
C 1.5537 5.5988 -0.8016  -0.954
C 1.4117 0.9676 -3.2324  0.337
C -3.5153 -0.6168 -4.7119  -0.921
C 3.1214 -0.2738 2.6792  0.009
C -2.6625 -2.5090 -0.2215  -0.949
C 1.8920 1.6298 -4.4980  -1.831
C 3.9661 0.4825 3.4667  -0.509
C -1.4264 1.0235 2.1221  1.283
C 3.8461 -1.2383 5.1624  -0.577
C -2.4620 -5.4050 2.0028  -1.319
C -1.9346 -0.2049 -2.8209  -0.826
C -1.0601 6.7202 -1.8759  -1.101
C -3.1708 0.9147 -1.4624  -0.739
C 2.5533 -1.2905 -3.8439  -1.700
C 2.6504 -1.5063 3.0869  0.220
C 3.0271 -1.9800 4.3258  -0.405
C 0.0915 -6.9276 1.1184  -1.167
C -2.2072 1.3185 3.3572  -1.549
C 1.6016 -0.4652 -3.0178  0.383
C 0.2305 -4.7405 3.4920  -1.348
C -0.1390 -3.6489 0.5566  -1.204
C -3.9465 0.5790 -2.5332  -1.098
H -0.0546 -5.4744 4.2650  0.455
H -2.1476 6.7394 -1.8107  0.297
H 3.0616 -1.9550 -3.1505  0.354
H -2.6668 -1.2514 -5.0240  0.298
H 1.7384 0.9644 -5.3548  0.407
H -3.6130 0.1975 -5.4379  0.317
H 1.7531 5.0832 -1.7412  0.250
H -2.9683 -3.5534 -0.0260  0.411
H 2.0423 4.9943 -0.0260  0.223
H 2.9555 1.8886 -4.4092  0.315
H -1.1115 -0.7290 -3.2416  0.442
H -1.9497 2.3255 3.7330  0.336
H -0.0724 3.2662 -1.9011  -0.020
H -0.1379 -7.6308 1.9233  0.372
H -3.2868 1.2705 3.2121  0.317
H 0.2049 7.9025 0.8043  0.278
H -2.3630 -2.3927 -1.2812  0.122
H -4.9660 0.7819 -2.7617  0.475
H -1.4404 7.3970 1.2359  0.305
H 5.0136 0.5657 5.3510  0.358
H 3.3233 -0.6975 -4.3258  0.457
H -3.5209 -1.8602 0.0269  0.325
H 2.6422 -2.9221 4.6913  0.311
H -0.1664 -3.7837 -0.5310  0.584
H 1.3566 2.5585 -4.6844  0.444
H 4.3218 1.4475 3.1266  0.461
H -0.1593 6.5891 2.0279  0.282
H -1.9249 0.5604 4.1039  0.336
H 1.3178 -4.7600 3.3876  0.314
H 1.9938 -1.9337 -4.5288  0.302
H -0.7691 7.8090 -1.9509  0.302
H 1.1641 -6.9364 0.9621  0.354
H -0.1288 -3.7549 3.7955  0.379
H -0.5164 -7.2680 0.2362  0.321
H 4.1140 -1.6275 6.1371  0.382
H -0.8064 6.2777 -2.8490  0.313
H 2.0706 6.5621 -0.8090  0.388
H -3.0067 -5.8166 1.1396  0.346
H 1.9980 -2.0793 2.4274  0.264
H 0.8801 -3.3267 0.7484  0.274
H -2.9405 -4.4516 2.2163  0.392
H -4.4345 -1.2040 -4.6887  0.330
H -2.6356 -6.0413 2.8768  0.393
H -3.3871 1.4795 -0.5643  0.485